Molecular formula: C17H23N3O2S
Method: DFT, ωB97M-V/def2-TZVPD

Relative energy (zero: lowest compared OMol25 entry of this formula, charge and spin), kJ/mol: 1542.8
Max |F|, eV/A: 15.89
HOMO, eV: -8.3
Electronic energy, Eh: -1374.0288
SMILES string: CCCCN1C(=O)[C@@H](CC(=O)NCC)S/C1=N\c1ccccc1
HOMO-LUMO gap, eV: 8.2833

```
! wB97M-V def2-TZVPD RIJCOSX def2/J DEFGRID3
* xyz 0 1
S 1.66 0.91 -0.44
O -0.29 -1.76 -3.82
O -0.84 -2.05 -0.67
N -0.52 2.18 0.81
N -0.77 0.09 0.13
N 1.01 -3.14 -2.90
C -0.13 -1.06 -0.26
C -0.44 -1.08 3.00
C 1.20 -0.75 -0.93
C -2.48 0.19 1.84
C 1.62 5.26 0.09
C 1.15 3.96 -0.13
C -0.06 -5.15 -1.91
C 0.16 4.14 2.20
C 1.58 5.91 1.21
C -1.97 -1.07 2.53
C 0.76 5.26 2.35
C 0.05 1.12 0.15
C 0.37 -4.50 -3.10
C -2.40 0.09 0.39
C 0.40 -2.01 -3.01
C 1.34 -0.86 -2.40
C 0.37 3.45 0.73
H -0.33 3.60 2.96
H -0.17 -0.19 3.28
H -2.53 -0.86 3.72
H 1.15 3.46 -0.95
H 0.44 5.87 3.12
H 2.19 6.83 1.35
H -0.36 -1.92 3.71
H -1.87 1.00 2.33
H 2.57 -0.76 -2.81
H 0.06 -1.14 2.05
H 0.94 0.27 -2.88
H -3.27 0.45 2.10
H -0.20 -4.01 -3.81
H 1.96 -3.28 -2.06
H 2.32 5.64 -0.58
H 1.24 -5.01 -3.85
H -2.55 -0.78 -0.06
H 0.74 -5.54 -1.54
H -0.56 -6.00 -2.28
H -0.79 -4.41 -1.44
H -2.36 -1.89 2.31
H -2.44 1.10 -0.15
H 2.06 -1.59 -0.36
*
```